ORCA calculation (ωB97M-V/def2-TZVPD) on a structure of composition C35H36N5O3PdTe.

The geometry in XYZ format:
```
81
Properties=species:S:1:pos:R:3:lowdin_spin:R:1
Pd -0.77 0.92 -1.60 1.409
C -2.52 4.77 -2.72 -0.002
C -2.48 5.21 -1.41 0.006
C -1.53 4.68 -0.55 -0.003
C -0.66 3.72 -1.03 0.009
N -0.73 3.25 -2.29 0.058
C -1.64 3.78 -3.10 0.012
C 0.49 3.19 -0.23 0.013
C 1.00 3.83 0.87 0.081
C 2.18 3.31 1.43 0.028
C 2.84 2.30 0.80 0.049
C 2.31 1.73 -0.39 0.084
N 1.08 2.12 -0.79 0.192
C 3.10 0.90 -1.24 0.154
C 4.48 0.66 -1.00 0.026
C 5.31 0.15 -1.94 0.082
C 4.78 -0.20 -3.21 0.076
C 3.44 -0.10 -3.41 0.030
N 2.59 0.40 -2.46 0.184
H -3.23 5.17 -3.43 0.000
H -3.18 5.95 -1.05 0.000
H -1.48 4.99 0.49 0.000
H -1.66 3.37 -4.11 0.000
H 0.51 4.70 1.29 0.005
H 2.59 3.75 2.32 0.000
H 3.78 1.95 1.20 0.003
H 4.88 0.93 -0.03 0.001
H 6.36 -0.01 -1.72 0.004
H 5.40 -0.59 -4.00 0.004
H 2.97 -0.47 -4.30 0.003
O -2.73 0.93 -3.00 0.054
N -3.43 1.53 -2.18 0.017
O -2.83 1.76 -1.10 0.110
C 0.81 0.48 -4.91 -0.001
C 0.52 -0.15 -3.56 0.019
O -0.52 -0.83 -3.42 0.054
N 1.27 0.00 -2.46 0.149
Te 0.55 -1.83 -0.19 0.006
C 0.75 -2.72 1.76 0.000
C 1.78 -2.31 2.61 0.000
C 2.73 -1.17 2.33 0.000
C 1.96 -2.99 3.82 0.000
C 1.15 -4.04 4.21 0.000
C 1.37 -4.77 5.51 0.000
C 0.13 -4.43 3.35 0.000
C -0.09 -3.79 2.14 0.000
C -1.22 -4.26 1.26 0.001
C -1.36 -0.92 0.13 0.017
C -1.50 0.00 1.20 0.019
C -0.34 0.47 2.03 0.003
C -2.77 0.41 1.57 -0.004
C -3.91 -0.05 0.92 0.020
C -5.27 0.47 1.28 0.003
C -3.76 -0.98 -0.10 -0.004
C -2.52 -1.43 -0.52 0.021
C -2.49 -2.42 -1.65 0.002
H 1.18 -0.27 -5.61 0.000
H 1.53 1.30 -4.83 0.000
H -0.14 0.85 -5.29 0.000
H 2.58 -0.74 1.34 0.000
H 3.76 -1.51 2.39 0.000
H 2.60 -0.37 3.07 0.000
H 2.76 -2.66 4.48 0.000
H 2.21 -4.34 6.07 0.000
H 1.59 -5.82 5.33 0.000
H 0.48 -4.72 6.14 0.000
H -0.52 -5.25 3.63 0.000
H -1.74 -5.10 1.72 0.000
H -0.85 -4.58 0.29 0.000
H -1.95 -3.46 1.09 0.001
H 0.52 0.73 1.41 0.000
H -0.02 -0.32 2.70 0.001
H -0.62 1.34 2.62 0.000
H -2.88 1.13 2.38 -0.001
H -5.25 1.08 2.18 0.000
H -5.98 -0.35 1.43 0.001
H -5.65 1.09 0.46 0.001
H -4.65 -1.35 -0.61 -0.001
H -3.41 -3.00 -1.67 0.000
H -1.64 -3.10 -1.57 0.000
H -2.38 -1.90 -2.60 0.001
```

Output
DFT total energy: -2250.51997 Ha
E_HOMO (alpha / beta): -5.75 / -7.26 eV
frontier orbital gap (alpha / beta): 5.679 / 5.883 eV
net charge: 0
spin multiplicity: 4
<S²>: 3.780
relative energy (zero: lowest compared OMol25 entry of this formula, charge and spin): 45.8 kcal/mol


ORCA calculation (ωB97M-V/def2-TZVPD) on a structure of composition C35H36N6SZr.

The geometry in XYZ format:
```
79
Properties=species:S:1:pos:R:3:mulliken_charge:R:1
Zr -0.01 -0.09 0.57 -1.164
C 1.23 0.05 3.81 -1.697
C -0.13 -0.34 3.26 0.394
C -1.24 0.45 3.54 0.731
C -2.55 -0.04 3.38 0.049
C -3.72 0.77 3.83 -1.863
C -2.72 -1.32 2.86 -0.441
C -1.64 -2.11 2.48 1.175
C -1.89 -3.53 2.05 -1.751
C -0.34 -1.59 2.62 -0.705
H 2.01 -0.65 3.51 0.428
H 1.16 0.02 4.90 0.443
H 1.52 1.07 3.53 0.291
H -1.10 1.41 4.01 0.595
H -3.97 0.50 4.86 0.449
H -4.60 0.58 3.23 0.405
H -3.50 1.84 3.83 0.376
H -3.72 -1.74 2.81 0.628
H -0.97 -4.11 1.97 0.389
H -2.44 -3.59 1.11 0.298
H -2.51 -4.02 2.80 0.479
H 0.51 -2.27 2.53 0.636
C -0.20 -4.23 -1.20 -0.955
C -0.91 -4.01 -2.37 -0.874
C -1.16 -2.70 -2.78 -0.900
C -0.70 -1.65 -2.00 0.004
N -0.11 -1.87 -0.80 1.300
C 0.17 -3.14 -0.44 -0.748
C -0.71 -0.24 -2.43 1.161
C -1.21 0.17 -3.66 -0.774
C -1.02 1.49 -4.06 -0.867
C -0.33 2.35 -3.23 -1.290
C 0.10 1.89 -2.00 -0.544
N -0.10 0.63 -1.59 0.990
H 0.05 -5.23 -0.88 0.576
H -1.25 -4.84 -2.98 0.533
H -1.66 -2.52 -3.72 0.597
H 0.71 -3.27 0.49 0.658
H -1.71 -0.52 -4.32 0.578
H -1.40 1.82 -5.02 0.582
H -0.12 3.37 -3.52 0.599
H 0.62 2.55 -1.32 0.670
C 0.95 4.13 1.87 -0.952
C -0.29 4.74 1.91 -1.029
C -1.41 4.03 1.50 -0.706
C -1.27 2.73 1.05 0.712
N -0.05 2.12 1.03 1.307
C 1.03 2.82 1.43 -0.695
C -2.42 1.91 0.58 0.776
C -3.67 2.46 0.33 -0.790
C -4.69 1.63 -0.11 -1.101
C -4.44 0.28 -0.30 -1.119
C -3.17 -0.19 -0.05 -0.496
N -2.17 0.60 0.37 1.738
H 1.85 4.65 2.17 0.545
H -0.39 5.76 2.26 0.510
H -2.38 4.50 1.54 0.555
H 1.98 2.30 1.38 0.546
H -3.85 3.51 0.47 0.539
H -5.68 2.04 -0.30 0.546
H -5.21 -0.40 -0.64 0.608
H -2.93 -1.24 -0.20 0.455
C 7.08 -0.72 -1.29 -1.243
C 5.62 -0.63 -1.56 0.504
C 5.05 -0.61 -2.82 -0.931
C 3.67 -0.52 -2.95 0.921
N 2.86 -0.45 -1.86 0.066
C 3.42 -0.47 -0.68 -0.052
S 2.51 -0.37 0.83 -0.542
N 4.76 -0.56 -0.51 0.118
C 3.02 -0.48 -4.28 -1.186
H 7.49 -1.60 -1.80 0.375
H 7.30 -0.79 -0.23 0.369
H 7.58 0.16 -1.70 0.360
H 5.68 -0.65 -3.69 0.550
H 5.14 -0.57 0.43 0.375
H 3.47 0.28 -4.91 0.445
H 1.95 -0.29 -4.19 0.117
H 3.17 -1.44 -4.79 0.369
```

Output
DFT total energy: -2127.92507 Ha
E_HOMO: -19.95 eV
frontier orbital gap: 7.389 eV
net charge: +4
relative energy (zero: lowest compared OMol25 entry of this formula, charge and spin): 20.3 kcal/mol


ORCA calculation (ωB97M-V/def2-TZVPD) on a structure of composition C35H37AsF6GeMnN5O2S at a distorted geometry.

The geometry in XYZ format:
```
89
Properties=species:S:1:pos:R:3:lowdin_spin:R:1
Mn 0.60 -0.27 1.83 1.121
C -5.44 -0.88 0.93 0.000
C -4.76 -1.93 0.07 0.000
N -3.44 -2.36 0.61 -0.004
C -3.39 -3.67 1.30 -0.001
C -3.71 -3.55 2.78 0.000
C -2.37 -1.62 0.52 -0.001
S -0.85 -2.06 1.14 -0.005
N -2.56 -0.43 -0.20 0.000
C -2.58 0.47 -0.92 0.000
O -0.08 1.10 0.54 -0.039
C -2.74 1.59 -1.74 0.000
C -1.90 2.71 -1.62 0.000
C -2.11 3.78 -2.46 0.000
C -3.14 3.73 -3.40 0.000
C -3.97 2.62 -3.52 0.000
C -3.77 1.53 -2.69 0.000
H -6.39 -0.62 0.48 0.000
H -4.85 0.04 1.02 0.000
H -5.63 -1.26 1.93 0.000
H -4.61 -1.58 -0.96 0.000
H -5.36 -2.83 0.01 0.000
H -2.40 -4.11 1.13 0.000
H -4.11 -4.30 0.78 0.000
H -3.03 -2.85 3.27 0.000
H -3.60 -4.52 3.25 0.000
H -4.74 -3.22 2.94 0.000
H -1.12 2.75 -0.88 0.000
H -1.48 4.65 -2.38 0.000
H -3.31 4.59 -4.05 0.000
H -4.77 2.61 -4.25 0.000
H -4.40 0.65 -2.78 0.000
C 1.29 -1.78 7.19 0.000
N 0.85 -1.39 5.84 0.002
C -0.20 -0.42 5.56 -0.001
C -0.15 -0.43 4.07 -0.001
O -0.75 0.26 3.21 0.000
N 0.77 -1.27 3.61 0.000
C 1.39 -1.81 4.71 0.000
N 2.36 -2.69 4.62 0.001
H 0.62 -1.31 7.91 0.000
H 2.30 -1.43 7.37 0.000
H 1.22 -2.86 7.31 0.000
H 0.03 0.57 5.96 0.000
H -1.18 -0.74 5.95 0.000
H 2.78 -2.88 3.72 0.000
H 2.84 -3.04 5.44 0.000
F 2.50 -0.81 1.46 0.008
As 3.52 0.62 2.15 0.001
F 1.79 1.11 2.63 0.001
F 3.55 -0.26 3.61 0.001
F 4.90 -0.10 1.53 0.000
F 4.16 2.01 2.84 0.000
F 3.14 1.41 0.66 0.001
C 0.76 0.51 0.00 -0.062
Ge 1.84 0.67 -1.96 -0.009
C 3.37 -0.43 -1.90 0.000
C 3.29 -1.83 -1.99 0.000
C 4.45 -2.58 -2.00 0.000
C 5.69 -1.96 -1.94 -0.001
C 5.78 -0.58 -1.86 0.000
C 4.62 0.19 -1.84 -0.001
C 0.26 0.02 -2.88 -0.003
C -0.24 0.75 -3.95 -0.001
C -1.32 0.27 -4.69 0.000
C -1.91 -0.93 -4.35 -0.001
C -1.43 -1.66 -3.27 0.000
C -0.35 -1.19 -2.54 0.000
C 2.04 2.57 -2.08 -0.003
C 2.57 3.02 -3.29 -0.001
C 2.74 4.38 -3.51 0.000
C 2.38 5.30 -2.53 0.000
C 1.86 4.85 -1.32 0.000
C 1.69 3.50 -1.09 0.000
H 2.33 -2.32 -2.08 0.000
H 4.39 -3.66 -2.07 0.000
H 6.59 -2.55 -1.96 0.000
H 6.74 -0.09 -1.82 0.000
H 4.70 1.27 -1.77 0.000
H 0.21 1.70 -4.23 0.000
H -1.68 0.83 -5.55 0.000
H -2.74 -1.31 -4.94 0.000
H -1.88 -2.62 -3.02 0.000
H 0.04 -1.80 -1.73 0.000
H 2.87 2.32 -4.06 0.000
H 3.16 4.73 -4.44 0.000
H 2.52 6.35 -2.70 0.000
H 1.60 5.57 -0.55 0.000
H 1.31 3.17 -0.13 0.000
```

Output
DFT total energy: -8240.42646 Ha
E_HOMO (alpha / beta): -15.89 / -15.89 eV
frontier orbital gap (alpha / beta): 6.423 / 6.462 eV
net charge: +3
spin multiplicity: 2
<S²>: 0.791
relative energy (zero: lowest compared OMol25 entry of this formula, charge and spin): 0.0 kcal/mol


Please write out number 1 again, unchanged.
ORCA calculation (ωB97M-V/def2-TZVPD) on a structure of composition C35H36N5O3PdTe.

The geometry in XYZ format:
```
81
Properties=species:S:1:pos:R:3:lowdin_spin:R:1
Pd -0.77 0.92 -1.60 1.409
C -2.52 4.77 -2.72 -0.002
C -2.48 5.21 -1.41 0.006
C -1.53 4.68 -0.55 -0.003
C -0.66 3.72 -1.03 0.009
N -0.73 3.25 -2.29 0.058
C -1.64 3.78 -3.10 0.012
C 0.49 3.19 -0.23 0.013
C 1.00 3.83 0.87 0.081
C 2.18 3.31 1.43 0.028
C 2.84 2.30 0.80 0.049
C 2.31 1.73 -0.39 0.084
N 1.08 2.12 -0.79 0.192
C 3.10 0.90 -1.24 0.154
C 4.48 0.66 -1.00 0.026
C 5.31 0.15 -1.94 0.082
C 4.78 -0.20 -3.21 0.076
C 3.44 -0.10 -3.41 0.030
N 2.59 0.40 -2.46 0.184
H -3.23 5.17 -3.43 0.000
H -3.18 5.95 -1.05 0.000
H -1.48 4.99 0.49 0.000
H -1.66 3.37 -4.11 0.000
H 0.51 4.70 1.29 0.005
H 2.59 3.75 2.32 0.000
H 3.78 1.95 1.20 0.003
H 4.88 0.93 -0.03 0.001
H 6.36 -0.01 -1.72 0.004
H 5.40 -0.59 -4.00 0.004
H 2.97 -0.47 -4.30 0.003
O -2.73 0.93 -3.00 0.054
N -3.43 1.53 -2.18 0.017
O -2.83 1.76 -1.10 0.110
C 0.81 0.48 -4.91 -0.001
C 0.52 -0.15 -3.56 0.019
O -0.52 -0.83 -3.42 0.054
N 1.27 0.00 -2.46 0.149
Te 0.55 -1.83 -0.19 0.006
C 0.75 -2.72 1.76 0.000
C 1.78 -2.31 2.61 0.000
C 2.73 -1.17 2.33 0.000
C 1.96 -2.99 3.82 0.000
C 1.15 -4.04 4.21 0.000
C 1.37 -4.77 5.51 0.000
C 0.13 -4.43 3.35 0.000
C -0.09 -3.79 2.14 0.000
C -1.22 -4.26 1.26 0.001
C -1.36 -0.92 0.13 0.017
C -1.50 0.00 1.20 0.019
C -0.34 0.47 2.03 0.003
C -2.77 0.41 1.57 -0.004
C -3.91 -0.05 0.92 0.020
C -5.27 0.47 1.28 0.003
C -3.76 -0.98 -0.10 -0.004
C -2.52 -1.43 -0.52 0.021
C -2.49 -2.42 -1.65 0.002
H 1.18 -0.27 -5.61 0.000
H 1.53 1.30 -4.83 0.000
H -0.14 0.85 -5.29 0.000
H 2.58 -0.74 1.34 0.000
H 3.76 -1.51 2.39 0.000
H 2.60 -0.37 3.07 0.000
H 2.76 -2.66 4.48 0.000
H 2.21 -4.34 6.07 0.000
H 1.59 -5.82 5.33 0.000
H 0.48 -4.72 6.14 0.000
H -0.52 -5.25 3.63 0.000
H -1.74 -5.10 1.72 0.000
H -0.85 -4.58 0.29 0.000
H -1.95 -3.46 1.09 0.001
H 0.52 0.73 1.41 0.000
H -0.02 -0.32 2.70 0.001
H -0.62 1.34 2.62 0.000
H -2.88 1.13 2.38 -0.001
H -5.25 1.08 2.18 0.000
H -5.98 -0.35 1.43 0.001
H -5.65 1.09 0.46 0.001
H -4.65 -1.35 -0.61 -0.001
H -3.41 -3.00 -1.67 0.000
H -1.64 -3.10 -1.57 0.000
H -2.38 -1.90 -2.60 0.001
```

Output
DFT total energy: -2250.51997 Ha
E_HOMO (alpha / beta): -5.75 / -7.26 eV
frontier orbital gap (alpha / beta): 5.679 / 5.883 eV
net charge: 0
spin multiplicity: 4
<S²>: 3.780
relative energy (zero: lowest compared OMol25 entry of this formula, charge and spin): 45.8 kcal/mol


relative energy (zero: lowest compared OMol25 entry of this formula, charge and spin) of number 1 (C35H36N5O3PdTe)? 45.8 kcal/mol


The highest relative energy (zero: lowest compared OMol25 entry of this formula, charge and spin) belongs to which entry? C35H36N5O3PdTe